# 1
The following is a quantum chemistry calculation of 4 unconnected molecules or ions with the total composition C10H28O4, from the OMol25 dataset.

Summary:
E = -698.74105 Ha
E_HOMO = -9.45 eV
net charge = 0
frontier orbital gap = 0.3705 hartree
SMILES string = CC(C)O.CC(C)O.CCO.CCO
relative energy (zero: lowest compared OMol25 entry of this formula, charge and spin) = 0.101 eV
LUMO level = 0.6 eV

Each line ends with the natural charge from an NBO analysis.
Element x y z (Å)
1 C -1.75604 7.66396 -14.32064  -0.6333
2 C -0.33926 7.11328 -14.47064  0.1053
3 C 0.71804 8.16160 -14.67396  -0.6188
4 O 0.04403 6.33702 -13.35017  -0.7458
5 H -2.43758 6.81341 -14.26384  0.2062
6 H -2.00940 8.29088 -15.17447  0.2072
7 H -1.86754 8.22348 -13.38839  0.2055
8 H -0.36581 6.46708 -15.36628  0.1383
9 H 0.52759 8.75397 -15.56922  0.2029
10 H 1.68673 7.67361 -14.79966  0.2151
11 H 0.79598 8.80759 -13.79720  0.2079
12 H -0.70678 5.79581 -13.06994  0.4965
13 C -9.14530 2.36912 -13.83942  -0.6322
14 C -7.96894 2.81143 -14.71610  0.0956
15 C -8.41071 3.94410 -15.63550  -0.6320
16 O -6.84226 3.18710 -13.94162  -0.7170
17 H -8.82642 1.70529 -13.03361  0.2179
18 H -9.88375 1.82592 -14.43132  0.2105
19 H -9.63380 3.22584 -13.36525  0.1965
20 H -7.70776 1.95374 -15.33868  0.1711
21 H -7.56666 4.35748 -16.18773  0.2187
22 H -8.83755 4.75069 -15.03026  0.1946
23 H -9.16609 3.59750 -16.33960  0.2149
24 H -7.03879 4.03686 -13.53400  0.4619
25 C -0.02720 2.31758 -13.26408  -0.6357
26 C -0.93578 1.33236 -12.59991  -0.0590
27 O -2.14472 2.00141 -12.25027  -0.7512
28 H 0.96273 1.90721 -13.44125  0.2208
29 H 0.08977 3.20219 -12.62690  0.2231
30 H -0.49092 2.69519 -14.17610  0.2142
31 H -0.46040 0.88408 -11.72191  0.1614
32 H -1.13954 0.50883 -13.29659  0.1597
33 H -2.78885 1.36379 -11.93437  0.4840
34 C -4.54480 5.24601 -12.55110  -0.6434
35 C -3.42601 5.21047 -11.52509  -0.0564
36 O -2.17634 4.83504 -12.09159  -0.7729
37 H -4.30337 5.97578 -13.32661  0.2082
38 H -5.45558 5.62695 -12.07105  0.1988
39 H -4.76559 4.28464 -13.00910  0.2227
40 H -3.67366 4.49970 -10.72902  0.1585
41 H -3.26211 6.19518 -11.09176  0.1775
42 H -2.17293 3.88204 -12.24934  0.5018

---

# 2
The following is a quantum chemistry calculation of a single C22H19N3O5S molecule, from the OMol25 dataset.

Summary:
E = -1788.35366 Ha
E_HOMO = -7.69 eV
net charge = 0
frontier orbital gap = 0.3038 hartree
SMILES string = Cc1cc(C(=O)CSc2nnc(-c3ccco3)o2)c(C)n1-c1ccc2c(c1)OCCO2
relative energy (zero: lowest compared OMol25 entry of this formula, charge and spin) = 2.465 eV
LUMO level = 0.6 eV

Each line ends with the natural charge from an NBO analysis.
Element x y z (Å)
1 C -2.92181 0.97902 -0.67811  -0.6396
2 C -2.01565 1.04814 0.49956  0.1336
3 C -2.29005 0.88073 1.82327  -0.2644
4 C -1.06762 1.03220 2.53926  -0.2752
5 C -0.82276 0.88862 3.95477  0.6000
6 O 0.11730 1.36252 4.55420  -0.5524
7 C -1.86645 0.10736 4.75894  -0.6165
8 S -2.46651 -1.43730 4.00444  0.3051
9 C -1.04185 -2.00491 3.23409  0.2881
10 N 0.13617 -1.45939 3.19261  -0.3275
11 N 0.90177 -2.24816 2.42286  -0.2762
12 C 0.16356 -3.24607 2.03375  0.4103
13 C 0.57598 -4.33845 1.21168  0.1800
14 C 1.80521 -4.59902 0.65316  -0.2405
15 C 1.65847 -5.81379 -0.04537  -0.3166
16 C 0.36243 -6.19983 0.13756  0.1079
17 O -0.29855 -5.31641 0.89355  -0.3713
18 O -1.10275 -3.15044 2.52074  -0.3999
19 C -0.07680 1.27780 1.59659  0.2693
20 C 1.37641 1.45166 1.82158  -0.6708
21 N -0.65899 1.27277 0.37031  -0.3551
22 C 0.02040 1.41670 -0.85707  0.1260
23 C 0.99379 0.49236 -1.22451  -0.2162
24 C 1.64310 0.62474 -2.43501  -0.2330
25 C 1.33909 1.67732 -3.29006  0.2270
26 C 0.38746 2.62767 -2.90272  0.2131
27 C -0.27322 2.48495 -1.69098  -0.2048
28 O 0.08711 3.71507 -3.67896  -0.4806
29 C 1.03592 3.95399 -4.69551  -0.0968
30 C 1.38879 2.64655 -5.40254  -0.0964
31 O 1.98674 1.74745 -4.49468  -0.4807
32 H -3.16764 1.97390 -1.05042  0.2142
33 H -3.84699 0.48513 -0.39302  0.2292
34 H -2.45657 0.42117 -1.49008  0.2230
35 H -3.25928 0.69787 2.24286  0.2208
36 H -1.44352 -0.12943 5.73568  0.2512
37 H -2.76235 0.71620 4.89116  0.2488
38 H 2.67913 -3.99022 0.74894  0.2416
39 H 2.41037 -6.33105 -0.60449  0.2336
40 H -0.18535 -7.05433 -0.20777  0.2074
41 H 1.82210 0.48632 2.06497  0.2444
42 H 1.53374 2.10225 2.67789  0.2571
43 H 1.86605 1.86563 0.94324  0.2198
44 H 1.22697 -0.32930 -0.56543  0.2324
45 H 2.39132 -0.08538 -2.74749  0.2306
46 H -1.00025 3.22875 -1.40845  0.2304
47 H 0.58040 4.66773 -5.38300  0.2039
48 H 1.94701 4.38813 -4.26169  0.1816
49 H 2.11419 2.80938 -6.20065  0.2037
50 H 0.47398 2.20342 -5.81967  0.1803

---

# 3
The following is a quantum chemistry calculation of 2 unconnected molecules or ions with the total composition C3H11NOS, from the OMol25 dataset.

Summary:
E = -649.05137 Ha
E_HOMO = -9.10 eV
net charge = 0
frontier orbital gap = 0.3591 hartree
SMILES string = C[C@H](N)CS.O
relative energy (zero: lowest compared OMol25 entry of this formula, charge and spin) = 0.834 eV
LUMO level = 0.7 eV

Each line ends with the natural charge from an NBO analysis.
Element x y z (Å)
1 C 0.74066 0.73420 -1.51797  -0.6197
2 C -0.08908 0.16502 -0.32605  -0.0486
3 N 0.26314 -1.22363 0.05430  -0.8595
4 C -1.61573 0.29055 -0.67530  -0.5606
5 S -2.71200 0.59834 0.67406  -0.0142
6 H 1.13904 -0.21822 -2.05721  0.2056
7 H 0.29206 1.44790 -2.18892  0.2200
8 H 1.59817 1.16894 -1.08105  0.2241
9 H 0.11437 0.74333 0.60526  0.1891
10 H 0.26821 -1.90806 -0.67526  0.3630
11 H -0.34870 -1.57137 0.79869  0.3608
12 H -1.83023 -0.68011 -1.14710  0.2124
13 H -1.95239 1.06697 -1.32787  0.2244
14 H -2.49171 -0.54879 1.39052  0.1046
15 O 2.62718 -0.00799 2.52972  -0.9285
16 H 2.02488 -0.49626 1.94075  0.4726
17 H 1.97212 0.43918 3.00344  0.4547

---

# 4
The following is a quantum chemistry calculation of a molecular structure, C19H16BCdF4N7OS2, from the OMol25 dataset.

Summary:
E = -2581.02996 Ha
E_HOMO = -1.95 eV
net charge = -2
frontier orbital gap = 0.2269 hartree
relative energy (zero: lowest compared OMol25 entry of this formula, charge and spin) = 0.000 eV
LUMO level = 4.2 eV

Each line ends with the natural charge from an NBO analysis.
Element x y z (Å)
1 Cd 0.15865 0.84532 -0.46286  1.5959
2 S -1.25068 2.17703 1.30600  -0.4715
3 C -1.49909 3.62617 0.37690  -0.3301
4 C -2.52194 4.49331 0.88170  0.3058
5 N -3.39082 5.12840 1.30014  -0.4224
6 C -0.85551 3.97376 -0.77915  -0.2882
7 S 0.33590 3.06385 -1.66066  -0.4072
8 C -1.18152 5.24038 -1.37090  0.2952
9 N -1.42672 6.26419 -1.84103  -0.3920
10 O 1.89769 0.39167 0.87965  -0.8312
11 C 2.08357 -0.09193 2.04408  0.4386
12 C 3.33861 0.13874 2.69223  -0.2948
13 C 3.64080 -0.36005 3.93145  -0.1989
14 C 2.71088 -1.13005 4.64126  -0.3435
15 C 1.48555 -1.36464 4.05553  -0.1127
16 C 1.13690 -0.86966 2.79308  -0.2636
17 C -0.18587 -1.17163 2.25688  0.3915
18 N -0.60737 -0.98713 1.02328  -0.5512
19 C -1.90002 -1.44099 0.95891  -0.0837
20 C -2.28340 -1.90975 2.17467  -0.1268
21 N -1.18641 -1.73951 2.99461  -0.5363
22 H 4.05127 0.73573 2.13704  0.2135
23 H 4.61603 -0.16042 4.36396  0.1904
24 H 2.94561 -1.53570 5.61693  0.1889
25 H 0.77549 -1.98051 4.59997  0.1611
26 H -2.45908 -1.37662 0.03947  0.2252
27 H -3.20398 -2.33719 2.53046  0.2003
28 H -1.15335 -1.91152 3.98096  0.4066
29 C -4.57529 1.72327 0.60326  -0.7454
30 C -4.02889 1.38440 -0.70257  0.3245
31 N -3.59268 1.11761 -1.73021  -0.3749
32 H -5.57185 1.29521 0.71090  0.2235
33 H -4.62059 2.80654 0.71158  0.2743
34 H -3.89963 1.34108 1.36773  0.2871
35 C 1.38423 -2.33544 -1.18028  -0.6792
36 C 0.52231 -1.70543 -2.21510  0.4283
37 N -0.37677 -0.75210 -2.03447  -0.6348
38 C -0.89539 -0.46285 -3.28271  -0.0890
39 C -0.31006 -1.26190 -4.20705  -0.0910
40 N 0.56290 -2.06823 -3.51159  -0.5219
41 H 1.69208 -1.59867 -0.44023  0.2627
42 H 2.27572 -2.74162 -1.65372  0.2533
43 H 0.83855 -3.12747 -0.66218  0.2124
44 H -1.64074 0.30459 -3.40251  0.2354
45 H -0.39948 -1.31018 -5.27637  0.2116
46 H 1.34409 -2.56161 -3.92032  0.4483
47 F 3.56170 -2.40974 -3.50475  -0.5957
48 B 3.45914 -1.12736 -4.12320  1.3409
49 F 2.80686 -1.33160 -5.36849  -0.5908
50 F 4.72739 -0.59114 -4.32458  -0.5676
51 F 2.66521 -0.29861 -3.31767  -0.5708

---

# 5
The following is a quantum chemistry calculation of a single C4H7NO2 molecule, from the OMol25 dataset.

Summary:
E = -361.70198 Ha
E_HOMO = -8.22 eV
net charge = 0
frontier orbital gap = 0.3123 hartree
relative energy (zero: lowest compared OMol25 entry of this formula, charge and spin) = 4.867 eV
LUMO level = 0.3 eV

Each line ends with the natural charge from an NBO analysis.
Element x y z (Å)
1 C 1.72218 -0.36816 0.50889  -0.6621
2 C -0.94246 -0.76638 0.60862  0.5386
3 C 0.32316 -0.06465 0.11477  -0.0319
4 N -0.30968 1.99050 -1.26389  -0.7444
5 C -0.22892 0.85900 -0.62223  0.3173
6 O -1.04816 -1.97277 -0.15483  -0.7400
7 O -1.17234 -0.79729 1.84184  -0.7150
8 H -1.82551 -2.43532 0.19035  0.4807
9 H -0.56998 1.99770 -2.24301  0.4087
10 H -0.48788 2.84642 -0.74906  0.4082
11 H -1.65175 0.12015 -0.09357  0.0163
12 H 1.99317 -1.35219 0.11946  0.2463
13 H 2.43527 0.37111 0.14417  0.2201
14 H 1.76290 -0.42812 1.59849  0.2572

---

# 6
The following is a quantum chemistry calculation of a molecular structure, C23H28N5O2PdS2Se2, from the OMol25 dataset.

Summary:
E = -7044.41235 Ha
E_HOMO (alpha / beta) = -10.22 / -10.21 eV
net charge = +1
frontier orbital gap (alpha / beta) = 0.2340 / 0.2387 hartree
relative energy (zero: lowest compared OMol25 entry of this formula, charge and spin) = 0.074 eV
LUMO level (alpha / beta) = -3.9 / -3.7 eV

Each line ends with the natural charge from an NBO analysis.
Element x y z (Å)
1 Pd -0.83149 -0.95548 -0.10859  0.7470
2 C -4.65934 -0.94220 0.71438  -0.7928
3 Se -3.32908 -0.32991 -0.59128  0.5248
4 C -3.45666 -1.88662 -1.78374  -0.5827
5 C -3.18000 -3.22071 -1.12090  -0.5652
6 Se -1.37219 -3.38524 -0.33535  0.4700
7 C -1.89946 -3.74818 1.51389  -0.7724
8 H -5.62165 -0.95315 0.20840  0.2417
9 H -4.68197 -0.21561 1.52243  0.2498
10 H -4.42911 -1.92590 1.11295  0.2143
11 H -2.74486 -1.67640 -2.57985  0.2662
12 H -4.46337 -1.89069 -2.20307  0.2423
13 H -3.27032 -4.01452 -1.86133  0.2492
14 H -3.87723 -3.43054 -0.31278  0.2275
15 H -2.43851 -4.69077 1.56036  0.2364
16 H -2.50146 -2.92653 1.89047  0.2253
17 H -0.97759 -3.82156 2.08619  0.2467
18 O -1.86760 1.35057 -2.62906  -0.9423
19 S -0.56530 0.82191 -2.31769  2.2975
20 O -0.42095 -0.61548 -2.59131  -1.0289
21 N -0.15292 0.97572 -0.77478  -0.9317
22 C -0.46503 2.03989 0.05214  0.1361
23 C -0.50644 3.36478 -0.33251  -0.2360
24 C -0.62440 4.38650 0.62333  -0.1782
25 C -0.68858 4.10650 1.96019  -0.2049
26 C -0.69580 2.76455 2.39591  -0.0961
27 C -0.76335 2.38831 3.75503  -0.1178
28 C -0.80679 1.06540 4.09307  -0.2664
29 C -0.81136 0.10213 3.06942  0.0733
30 N -0.74313 0.41486 1.79872  -0.5130
31 C -0.64095 1.72177 1.43892  0.2002
32 C 0.71574 1.64570 -3.22445  -0.2665
33 C 2.01422 1.36085 -2.80831  -0.2166
34 C 3.07562 2.00239 -3.42073  -0.1966
35 C 2.82888 2.92490 -4.43119  -0.1817
36 C 1.53118 3.19962 -4.83485  -0.2059
37 C 0.45829 2.56080 -4.22883  -0.1990
38 H -0.41433 3.60787 -1.38341  0.2238
39 H -0.63400 5.41552 0.28851  0.2261
40 H -0.75130 4.89995 2.69397  0.2205
41 H -0.77370 3.16061 4.51451  0.2267
42 H -0.85664 0.74890 5.12574  0.2303
43 H -0.87120 -0.95279 3.31191  0.1924
44 H 2.16273 0.65386 -2.00297  0.2263
45 H 4.09017 1.79656 -3.10634  0.2228
46 H 3.65726 3.43633 -4.90358  0.2264
47 H 1.35472 3.91987 -5.62224  0.2291
48 H -0.56164 2.76277 -4.53042  0.2440
49 C 3.89942 -2.38065 3.61473  -0.5918
50 C 4.12045 -1.26920 2.58166  -0.4527
51 C 3.22391 -1.43605 1.40102  0.0866
52 N 1.96737 -1.19609 1.38019  -0.2559
53 N 1.36833 -1.48601 0.19867  -0.3904
54 C 2.18200 -1.94978 -0.72234  0.2552
55 N 1.79975 -2.31514 -1.96026  -0.8013
56 S 3.81263 -2.07737 -0.13378  0.3580
57 H 4.56087 -2.23333 4.46746  0.2249
58 H 4.10493 -3.35998 3.18192  0.2103
59 H 2.86973 -2.36463 3.96953  0.2140
60 H 5.15939 -1.27067 2.25196  0.2247
61 H 3.91165 -0.29900 3.03350  0.2417
62 H 0.96840 -1.85443 -2.31772  0.4464
63 H 2.51204 -2.52475 -2.63741  0.4082

---

# 7
The following is a quantum chemistry calculation of a gas-phase ion, C3H11N5 (charge +2), from the OMol25 dataset.

Summary:
E = -393.79573 Ha
E_HOMO (alpha / beta) = -18.71 / -18.49 eV
net charge = +2
frontier orbital gap (alpha / beta) = 0.2723 / 0.2645 hartree
relative energy (zero: lowest compared OMol25 entry of this formula, charge and spin) = 5.322 eV
LUMO level (alpha / beta) = -11.3 / -11.3 eV

Each line ends with the natural charge from an NBO analysis.
Element x y z (Å)
1 C -0.03951 0.27454 0.23285  0.3749
2 C -0.28707 0.92645 1.55331  -0.7052
3 C 1.47254 2.06669 -0.50860  -0.4807
4 N -0.69673 -0.85193 -0.18396  -0.1162
5 N 0.81958 0.79309 -0.62220  0.0208
6 N -1.65582 -3.23754 -0.13845  -0.5012
7 N 1.30812 0.04115 -1.58526  -0.4489
8 N -1.56639 -1.56292 0.35411  -0.0025
9 H 0.82501 1.08026 1.97598  0.2832
10 H -0.90500 0.25089 2.10268  0.2464
11 H -0.79806 1.86036 1.74043  0.3081
12 H 1.08557 2.58043 0.41768  0.2732
13 H 2.48254 1.95424 -0.35822  0.2704
14 H 1.35913 2.82237 -1.37808  0.3094
15 H -1.74745 -3.56418 -1.10637  0.4285
16 H -2.39504 -3.57602 0.49584  0.3986
17 H 1.89878 0.57272 -2.39727  0.4721
18 H 0.68589 -0.77965 -1.88378  0.4526
19 H -1.84608 -1.65097 1.28931  0.4165

---

What did the first record say?
The following is a quantum chemistry calculation of 4 unconnected molecules or ions with the total composition C10H28O4, from the OMol25 dataset.

Summary:
E = -698.74105 Ha
E_HOMO = -9.45 eV
net charge = 0
frontier orbital gap = 0.3705 hartree
SMILES string = CC(C)O.CC(C)O.CCO.CCO
relative energy (zero: lowest compared OMol25 entry of this formula, charge and spin) = 0.101 eV
LUMO level = 0.6 eV

Each line ends with the natural charge from an NBO analysis.
Element x y z (Å)
1 C -1.75604 7.66396 -14.32064  -0.6333
2 C -0.33926 7.11328 -14.47064  0.1053
3 C 0.71804 8.16160 -14.67396  -0.6188
4 O 0.04403 6.33702 -13.35017  -0.7458
5 H -2.43758 6.81341 -14.26384  0.2062
6 H -2.00940 8.29088 -15.17447  0.2072
7 H -1.86754 8.22348 -13.38839  0.2055
8 H -0.36581 6.46708 -15.36628  0.1383
9 H 0.52759 8.75397 -15.56922  0.2029
10 H 1.68673 7.67361 -14.79966  0.2151
11 H 0.79598 8.80759 -13.79720  0.2079
12 H -0.70678 5.79581 -13.06994  0.4965
13 C -9.14530 2.36912 -13.83942  -0.6322
14 C -7.96894 2.81143 -14.71610  0.0956
15 C -8.41071 3.94410 -15.63550  -0.6320
16 O -6.84226 3.18710 -13.94162  -0.7170
17 H -8.82642 1.70529 -13.03361  0.2179
18 H -9.88375 1.82592 -14.43132  0.2105
19 H -9.63380 3.22584 -13.36525  0.1965
20 H -7.70776 1.95374 -15.33868  0.1711
21 H -7.56666 4.35748 -16.18773  0.2187
22 H -8.83755 4.75069 -15.03026  0.1946
23 H -9.16609 3.59750 -16.33960  0.2149
24 H -7.03879 4.03686 -13.53400  0.4619
25 C -0.02720 2.31758 -13.26408  -0.6357
26 C -0.93578 1.33236 -12.59991  -0.0590
27 O -2.14472 2.00141 -12.25027  -0.7512
28 H 0.96273 1.90721 -13.44125  0.2208
29 H 0.08977 3.20219 -12.62690  0.2231
30 H -0.49092 2.69519 -14.17610  0.2142
31 H -0.46040 0.88408 -11.72191  0.1614
32 H -1.13954 0.50883 -13.29659  0.1597
33 H -2.78885 1.36379 -11.93437  0.4840
34 C -4.54480 5.24601 -12.55110  -0.6434
35 C -3.42601 5.21047 -11.52509  -0.0564
36 O -2.17634 4.83504 -12.09159  -0.7729
37 H -4.30337 5.97578 -13.32661  0.2082
38 H -5.45558 5.62695 -12.07105  0.1988
39 H -4.76559 4.28464 -13.00910  0.2227
40 H -3.67366 4.49970 -10.72902  0.1585
41 H -3.26211 6.19518 -11.09176  0.1775
42 H -2.17293 3.88204 -12.24934  0.5018